Entry 1:
# C5H3NO2

2 unconnected molecules or ions with the total composition C5H3NO2 at a distorted geometry (ωB97M-V/def2-TZVPD, the OMol25 dataset).

```
11
Properties=species:S:1:pos:R:3:forces:R:3:nbo_charge:R:1
C 0.252 -0.025 0.253 0.941 0.003 1.819 -0.020
C 0.557 1.421 0.103 -0.965 3.425 -10.289 0.400
C -1.105 -0.346 -0.216 -4.893 -0.222 -2.059 -0.036
C -2.256 -0.452 -0.736 5.396 -0.558 2.501 -0.138
C 1.250 -0.738 -0.596 -1.929 0.630 1.922 0.261
H 0.948 -1.286 2.070 -2.406 5.376 -1.714 0.500
H 0.476 2.108 0.892 0.264 0.722 1.354 0.189
H -3.074 -1.041 -1.111 -0.088 0.648 -0.014 0.253
N 1.875 -1.441 -1.222 1.460 -1.149 -1.192 -0.249
O 0.458 -0.096 1.738 2.076 -6.192 -0.226 -0.677
O 0.620 1.897 -1.176 0.145 -2.682 7.897 -0.483
```
Positions in Å, forces in eV/Å.

For the total energy, the calculation gives -10811.670 eV. As for the energy above the lowest of the compared OMol25 structures with the same formula, charge and spin: 132.5 kcal/mol. The value obtained for the HOMO energy is -0.39679 Eh. The largest force on an atom is 10.9 eV Å⁻¹.

Entry 2:
# C35H52O3

4 unconnected molecules or ions with the total composition C35H52O3 at a distorted geometry (ωB97M-V/def2-TZVPD, the OMol25 dataset).

```
90
Properties=species:S:1:pos:R:3:forces:R:3:mulliken_charge:R:1
C 3.581 -3.633 -0.093 0.116 -0.557 -1.148 -0.575
C 5.069 -3.772 0.514 -0.391 -0.062 0.850 -0.615
C 5.764 -2.361 0.853 0.681 -0.347 0.762 -0.353
C 6.600 -1.711 -0.353 0.036 -0.635 -0.238 -0.777
C 5.917 -1.804 -1.800 0.325 0.440 -0.960 -0.414
C 4.968 -0.560 -2.190 0.624 0.699 0.091 -0.769
C 4.262 0.173 -0.950 -1.558 0.435 -0.903 0.534
C 2.910 0.917 -1.481 0.868 0.852 0.142 -0.811
C 2.146 1.734 -0.321 -1.294 0.228 -0.531 -0.455
C 0.762 1.050 0.145 0.454 -0.091 -0.146 -0.425
C 1.051 -0.415 0.763 -0.206 1.337 1.033 0.351
C -0.068 -0.745 1.878 -0.581 -0.881 -0.605 -0.732
C -0.845 -2.124 1.480 -0.263 0.360 0.632 -0.491
C -2.242 -1.856 0.717 0.307 0.337 -0.134 -0.707
C -2.090 -1.904 -0.885 0.321 0.180 0.892 0.171
C -1.589 -3.310 -1.468 0.206 1.415 -1.553 -0.580
O -2.076 -4.478 -0.729 -1.142 -1.220 -2.476 -0.318
C -2.242 -5.489 -1.742 3.096 -1.956 -2.016 0.633
O -1.254 -5.979 -2.354 -4.271 2.063 2.760 -0.506
O -3.545 -5.916 -2.084 2.000 2.294 1.904 -0.448
H 3.221 -2.555 -0.215 0.653 -1.430 0.334 -0.077
H 3.593 -4.088 -1.158 -0.194 0.775 1.643 0.308
H 2.781 -4.215 0.481 1.263 0.841 -0.603 0.333
H 5.739 -4.442 -0.151 -1.063 1.312 0.924 0.267
H 4.983 -4.354 1.513 0.152 0.982 -1.566 0.352
H 5.011 -1.635 1.348 1.071 -1.207 -1.053 0.167
H 6.534 -2.585 1.691 -1.175 0.452 -1.305 0.343
H 6.885 -0.623 -0.139 -0.486 -1.499 -0.209 0.288
H 7.598 -2.298 -0.407 -1.612 0.921 0.056 0.373
H 6.786 -1.787 -2.568 -1.419 -0.137 1.178 0.348
H 5.348 -2.774 -2.007 0.885 1.216 0.699 0.175
H 4.191 -0.817 -3.009 1.211 0.123 1.486 0.290
H 5.657 0.232 -2.683 -1.166 -1.165 0.763 0.311
H 3.912 -0.524 -0.117 0.829 0.827 -1.143 -0.710
H 4.928 1.000 -0.531 -0.802 -1.305 -0.364 0.339
H 2.207 0.194 -2.031 0.995 0.921 0.962 0.327
H 3.250 1.702 -2.259 -0.530 -1.323 1.032 0.358
H 2.777 1.888 0.620 -0.644 -0.315 -1.349 0.421
H 1.860 2.785 -0.716 0.633 -1.595 0.616 -0.079
H -0.012 0.967 -0.715 1.375 0.150 1.137 -0.193
H 0.267 1.755 0.916 0.848 -1.300 -0.981 0.413
H 1.101 -1.231 -0.038 -0.093 1.229 1.076 0.002
H 2.080 -0.345 1.283 -1.540 -0.282 -0.867 0.194
H 0.369 -0.814 2.942 -0.533 0.009 -1.747 0.258
H -0.878 0.075 1.918 1.392 -1.103 -0.085 0.266
H -1.069 -2.681 2.452 0.306 0.560 -1.380 0.287
H -0.158 -2.776 0.836 -0.993 0.807 1.006 0.232
H -3.066 -2.574 1.071 1.307 0.925 -0.615 0.299
H -2.595 -0.789 0.989 0.449 -1.665 -0.405 0.352
H -1.280 -1.128 -1.167 -1.262 -1.191 0.292 -0.307
H -3.078 -1.539 -1.336 1.385 -0.781 0.421 0.318
H -0.439 -3.337 -1.583 -1.862 -0.130 0.486 0.187
H -2.020 -3.399 -2.537 0.840 0.327 1.546 0.468
H -4.146 -5.273 -1.633 0.384 -0.773 -0.339 0.368
C -4.073 1.624 -3.832 -0.025 0.023 0.074 -0.609
C -3.166 1.335 -2.817 -0.053 0.024 0.054 -0.159
C -3.512 1.563 -1.488 -0.082 -0.048 -0.082 -0.101
C -4.769 2.073 -1.174 0.027 -0.054 -0.051 -0.650
C -5.676 2.359 -2.189 0.060 -0.008 -0.017 -0.433
C -5.327 2.139 -3.518 0.080 -0.021 0.071 -0.408
H -3.802 1.449 -4.868 -0.018 0.021 0.090 0.379
H -2.189 0.931 -3.062 -0.067 0.049 0.017 0.403
H -2.802 1.344 -0.697 -0.035 0.009 -0.041 0.411
H -5.040 2.247 -0.138 0.028 -0.003 -0.083 0.382
H -6.657 2.755 -1.944 0.093 -0.030 -0.022 0.385
H -6.033 2.368 -4.310 0.054 -0.022 0.062 0.378
C -2.439 5.017 -1.820 0.009 0.066 -0.017 0.014
C -1.141 4.714 -1.419 -0.022 0.083 -0.034 -0.129
C -0.175 5.715 -1.372 -0.092 0.030 -0.017 -0.504
C -0.510 7.021 -1.716 -0.054 -0.079 -0.002 -0.432
C -1.809 7.325 -2.113 0.016 -0.064 0.010 -0.408
C -2.772 6.322 -2.169 0.134 -0.019 0.052 -0.520
H -3.190 4.236 -1.860 0.071 0.070 -0.015 0.183
H -0.881 3.696 -1.145 -0.021 0.058 -0.031 0.359
H 0.839 5.477 -1.066 -0.074 0.021 -0.011 0.365
H 0.242 7.803 -1.675 -0.062 -0.063 -0.007 0.359
H -2.070 8.344 -2.380 0.029 -0.091 0.018 0.356
H -3.783 6.558 -2.484 0.072 -0.023 0.029 0.372
C -2.268 0.665 6.798 -0.025 -0.064 -0.072 -0.370
C -1.209 -0.212 6.581 -0.057 -0.010 -0.033 -0.421
C -1.333 -1.234 5.645 -0.078 0.069 -0.015 -0.330
C -2.512 -1.373 4.919 0.020 0.068 0.061 -0.239
C -3.568 -0.494 5.133 0.059 0.005 0.030 -0.499
C -3.449 0.523 6.075 0.095 -0.048 -0.016 -0.377
H -2.172 1.460 7.530 -0.007 -0.068 -0.062 0.361
H -0.288 -0.099 7.143 -0.086 -0.016 -0.043 0.363
H -0.510 -1.922 5.481 -0.058 0.050 0.006 0.390
H -2.606 -2.167 4.185 -0.007 0.062 0.061 0.395
H -4.487 -0.602 4.565 0.078 0.002 0.056 0.378
H -4.275 1.205 6.246 0.066 -0.049 -0.017 0.365
```
Positions in Å, forces in eV/Å.

Its SMILES is CCCCCCCCCCCCCCCCOC(=O)O.c1ccccc1.c1ccccc1.c1ccccc1. For the total energy, the calculation gives -43277.040 eV. The value obtained for the HOMO energy is -0.34144 Eh. The largest force on an atom is 5.5 eV Å⁻¹.